#one
{"formula": "C3H5IN2", "method": "ωB97M-V/def2-TZVPD", "homo_ha": -0.300, "lumo_energy_ha": 0.0213, "symbols": ["I", "N", "N", "C", "C", "C", "H", "H", "H", "H", "H"], "positions_angstrom": [[0.49842, -2.54579, 0.75030], [0.01604, 0.40123, -1.58482], [1.12013, 0.19023, -1.72785], [-1.05835, 0.29391, -0.89909], [1.06838, -0.48733, 0.89511], [0.04520, 0.35994, 1.04356], [2.00318, -0.23509, 0.54682], [-1.45495, -0.71960, -0.86620], [-0.90580, 0.09075, 1.47636], [-1.70730, 1.22922, -0.65474], [0.37504, 1.42254, 1.02055]], "nbo_charge": [0.0482, 0.0167, -0.0067, -0.3968, -0.3674, -0.4381, 0.2123, 0.2483, 0.2214, 0.2441, 0.2179]}



#two
{"formula": "C3H5IN2", "method": "ωB97M-V/def2-TZVPD", "homo_ha": -0.329, "smiles": "[H]/N=N\\I.C#CC", "lumo_energy_ha": -0.0228, "symbols": ["I", "N", "N", "C", "C", "C", "H", "H", "H", "H", "H"], "positions_angstrom": [[-4.20703, -0.34501, -0.01866], [-2.10889, 1.82435, 0.06840], [-2.60147, 1.02392, 0.74621], [0.74191, 1.33972, -1.36106], [-0.11798, -0.57256, 0.29620], [0.26186, 0.53778, -0.56696], [-1.17556, -0.35960, 0.73651], [0.55283, -0.57141, 1.12022], [1.04421, 1.77792, -2.24368], [-0.16022, -1.54223, -0.02661], [-2.23900, 2.05858, -0.95181]], "nbo_charge": [-0.0843, -0.2398, -0.0662, -0.2618, -0.6957, 0.0137, 0.2431, 0.2416, 0.2311, 0.2442, 0.3741]}



In hartree, relative to the most stable structure: #one 0.0000; #two 0.0172.



#one
{"formula": "CH6N2S", "method": "ωB97M-V/def2-TZVPD", "homo_ha": -0.345, "smiles": "[H]/N=C/N.S", "lumo_energy_ha": 0.0194, "symbols": ["S", "N", "N", "C", "H", "H", "H", "H", "H", "H"], "positions_angstrom": [[1.14516, 3.58448, -0.12657], [-0.54705, -0.14684, 0.38969], [-0.25013, -2.07098, -0.77300], [-0.54079, -1.42518, 0.40157], [-0.01410, -1.47803, -1.54974], [-0.80886, -2.06297, 1.24329], [2.46815, 3.31048, 0.00941], [-0.07488, 3.06891, 0.06727], [-0.66475, -2.95676, -1.00260], [-0.71275, 0.17690, 1.34069]], "nbo_charge": [-0.4758, -0.7207, -0.8211, 0.2729, 0.3949, 0.1547, 0.2345, 0.2410, 0.3861, 0.3335]}



#two
{"formula": "CH6N2S", "method": "ωB97M-V/def2-TZVPD", "homo_ha": -0.302, "smiles": "[H]/N=C\\N.S", "lumo_energy_ha": 0.0214, "symbols": ["S", "N", "N", "C", "H", "H", "H", "H", "H", "H"], "positions_angstrom": [[2.11754, -2.10662, -0.53393], [0.68564, 0.50452, -0.36669], [-1.38333, 1.19841, 0.59432], [-0.59685, 0.49516, -0.24979], [-1.12717, -0.28732, -0.80545], [-0.99953, 1.63540, 1.40706], [-2.35598, 0.98135, 0.57060], [1.16722, -2.94239, -0.09179], [1.32530, -0.87808, -0.30041], [1.16715, 1.39957, -0.22393]], "nbo_charge": [-0.4743, -0.7703, -0.7944, 0.3448, 0.1646, 0.4041, 0.3968, 0.1203, 0.2358, 0.3726]}



#three
{"formula": "CH6N2S", "method": "ωB97M-V/def2-TZVPD", "homo_ha": -0.321, "smiles": "CNSN", "lumo_energy_ha": 0.0098, "symbols": ["S", "N", "N", "C", "H", "H", "H", "H", "H", "H"], "positions_angstrom": [[1.00835, -1.03781, 0.02242], [-0.56532, -0.57324, -0.37597], [2.24292, 0.77470, 0.00476], [-1.56847, -0.12022, 0.44150], [1.99843, 1.02409, -0.93705], [3.22842, 0.51784, 0.02754], [-0.56896, -0.44433, -1.34945], [-1.68047, -0.87393, 1.23992], [-1.62541, 0.86332, 1.02192], [-2.46952, -0.13042, -0.09558]], "nbo_charge": [0.4256, -0.7428, -0.9235, -0.4217, 0.3330, 0.3473, 0.3863, 0.1977, 0.1928, 0.2054]}



#four
{"formula": "CH6N2S", "method": "ωB97M-V/def2-TZVPD", "homo_ha": -0.298, "smiles": "[H]/N=C\\N.S", "lumo_energy_ha": 0.0217, "symbols": ["S", "N", "N", "C", "H", "H", "H", "H", "H", "H"], "positions_angstrom": [[-2.90652, 0.23126, -0.82130], [0.06286, 0.41027, -0.57474], [1.77900, -0.06702, 0.97456], [0.49033, 0.23049, 0.60792], [0.78592, 0.38354, -1.29198], [-1.38037, 0.34105, -0.89070], [2.36170, -0.49292, 0.27071], [1.87883, -0.52936, 1.86625], [-0.20003, 0.33953, 1.44098], [-2.87171, -0.84684, -1.58171]], "nbo_charge": [-0.5308, -0.7054, -0.8005, 0.3354, 0.3564, 0.2593, 0.3857, 0.3925, 0.1866, 0.1209]}



In hartree, relative to the most stable structure: #one 0.0473; #two 0.0122; #three 0.0692; #four 0.0000.



#one
{"formula": "C7H8O", "method": "ωB97M-V/def2-TZVPD", "homo_ha": -0.303, "smiles": "C1=CO[C@H]2C[C@H]2C=C1", "lumo_energy_ha": 0.0393, "symbols": ["O", "C", "C", "C", "C", "C", "C", "C", "H", "H", "H", "H", "H", "H", "H", "H"], "positions_angstrom": [[-0.39755, -1.81037, -0.14233], [1.07453, 0.44149, 0.57812], [1.81499, -0.37179, -0.54581], [-1.06641, 1.39235, -0.19202], [0.24493, 1.58062, 0.14875], [0.81785, -1.12716, 0.27805], [-1.58795, -1.21944, 0.06557], [-1.87350, 0.14305, 0.09318], [-2.19174, -2.00845, -0.07261], [1.32669, -0.10203, -1.52299], [1.45049, 0.60013, 1.58634], [2.93217, -0.72978, -0.59277], [-2.94685, 0.30028, 0.29421], [-1.58144, 2.23683, -0.94018], [0.78985, 2.47809, -0.10124], [1.19394, -1.80383, 1.06574]], "nbo_charge": [-0.4922, -0.2815, -0.4318, -0.1990, -0.2214, 0.0815, 0.1888, -0.3811, 0.1855, 0.2364, 0.2313, 0.2323, 0.2194, 0.2210, 0.2121, 0.1988]}



#two
{"formula": "C7H8O", "method": "ωB97M-V/def2-TZVPD", "homo_ha": -0.310, "smiles": "COc1ccccc1", "lumo_energy_ha": 0.0358, "symbols": ["O", "C", "C", "C", "C", "C", "C", "C", "H", "H", "H", "H", "H", "H", "H", "H"], "positions_angstrom": [[-1.00742, 0.79229, 1.36184], [-0.31298, 0.47284, 0.28133], [-1.46516, -0.23368, 2.23593], [1.41182, 1.22305, -1.26646], [-0.42998, -0.79743, -0.32088], [1.33441, -0.08289, -2.00055], [0.61101, 1.39134, -0.14369], [0.42558, -1.06048, -1.45944], [2.07908, 1.68826, -1.57937], [-0.54394, -0.78147, 2.19058], [2.01988, -0.25444, -2.80080], [0.84374, 2.22282, 0.46035], [-1.16004, -1.66737, -0.03013], [-2.01142, 0.23986, 3.23628], [-2.18744, -1.05619, 1.79210], [0.39286, -2.09653, -1.95708]], "nbo_charge": [-0.5031, 0.3004, -0.2733, -0.1175, -0.3232, -0.2479, -0.2679, -0.1951, 0.1559, 0.1973, 0.2116, 0.2218, 0.2349, 0.2228, 0.1700, 0.2133]}



#three
{"formula": "C7H8O", "method": "ωB97M-V/def2-TZVPD", "homo_ha": -0.336, "smiles": "C[C@@]12C=C[C@@H](C1)C2=O", "lumo_energy_ha": 0.0352, "symbols": ["O", "C", "C", "C", "C", "C", "C", "C", "H", "H", "H", "H", "H", "H", "H", "H"], "positions_angstrom": [[1.76149, -1.18108, -1.09154], [1.11261, -0.35234, -0.53235], [-0.38997, -0.36696, -0.00600], [1.29959, 0.75631, 0.41502], [-0.59980, 0.99558, -0.67862], [-1.24655, -1.49774, -0.46061], [0.26601, 0.02715, 1.34399], [0.39614, 1.78876, -0.25648], [-1.32326, -1.50192, -1.59586], [-1.58256, 1.48770, -0.98707], [-2.24179, -1.71814, 0.08986], [0.78109, 2.87999, -0.47455], [-0.84208, -2.37213, -0.23951], [0.70120, -0.82758, 1.75986], [2.27817, 1.22734, 0.65301], [-0.37029, 0.65505, 2.06085]], "nbo_charge": [-0.5154, 0.6333, -0.1861, -0.3845, -0.2116, -0.6105, -0.3458, -0.1832, 0.2317, 0.2306, 0.2177, 0.2408, 0.2155, 0.2105, 0.2293, 0.2278]}



In hartree, relative to the most stable structure: #one 0.0216; #two 0.0000; #three 0.0034.



#one
{"formula": "C2H5IO3", "method": "ωB97M-V/def2-TZVPD", "homo_ha": -0.314, "lumo_energy_ha": -0.0352, "symbols": ["I", "O", "O", "O", "C", "C", "H", "H", "H", "H", "H"], "positions_angstrom": [[2.43880, -1.64212, -0.02722], [-0.30898, -0.44988, 1.53907], [0.68294, -1.09577, 2.13944], [1.88502, 0.22316, 0.37569], [0.64863, 0.45596, 0.19515], [-0.21205, 0.15520, -0.96970], [0.25106, 1.42428, 0.68860], [-1.25157, 0.05900, -0.69427], [-0.04085, -0.87866, -1.32209], [0.65382, -0.86667, 3.12315], [-0.20717, 0.89831, -1.73209]], "nbo_charge": [0.4556, -0.4044, -0.4798, -0.6180, 0.3791, -0.7075, 0.2058, 0.2537, 0.2312, 0.4533, 0.2309]}



#two
{"formula": "C2H5IO3", "method": "ωB97M-V/def2-TZVPD", "homo_ha": -0.331, "smiles": "OCC(O)(O)I", "lumo_energy_ha": 0.0147, "symbols": ["I", "O", "O", "O", "C", "C", "H", "H", "H", "H", "H"], "positions_angstrom": [[0.12878, -1.46657, 2.41749], [-0.20623, 1.64028, -0.81072], [1.51251, 0.06473, 0.23172], [0.12641, -1.60463, -0.71303], [0.38389, -0.65456, 0.19066], [-0.89259, 0.65816, -0.08793], [-1.67064, 0.17100, -0.52258], [0.95532, -1.96759, -0.98998], [-0.64857, 1.64603, -1.62597], [-1.20890, 0.84604, 0.93263], [1.52004, 0.66711, 0.97771]], "nbo_charge": [-0.2338, -0.6860, -0.7106, -0.6748, 0.5693, -0.0892, 0.1711, 0.4860, 0.4769, 0.1776, 0.5135]}



In hartree, relative to the most stable structure: #one 0.1404; #two 0.0000.



#one
{"formula": "CHNOS", "method": "ωB97M-V/def2-TZVPD", "homo_ha": -0.392, "lumo_energy_ha": -0.0732, "symbols": ["S", "O", "N", "C", "H"], "positions_angstrom": [[0.44373, -0.18957, -0.25194], [1.64248, 0.43644, -0.81515], [-0.23014, -1.43423, -0.55314], [-0.93067, 0.57366, 0.29859], [-0.92540, 0.61370, 1.32164]], "nbo_charge": [1.7270, -0.8083, -0.7118, -0.3639, 0.1570]}



#two
{"formula": "CHNOS", "method": "ωB97M-V/def2-TZVPD", "homo_ha": [-0.320, -0.320], "smiles": "C#N.O=S", "lumo_energy_ha": [-0.0366, -0.0371], "symbols": ["S", "O", "N", "C", "H"], "positions_angstrom": [[0.55773, 0.44509, -1.75529], [1.94432, 0.58821, -2.22449], [-0.24650, 0.49391, 0.93335], [-0.85999, -0.38287, 1.29519], [-1.39555, -1.14434, 1.75125]], "nbo_charge": [0.7025, -0.7019, -0.3214, 0.0946, 0.2263]}



In hartree, relative to the most stable structure: #one 0.1484; #two 0.0000.